(1)
Molecular formula: H70O35
Method: DFT, wB97M-V/def2-TZVPD

Positions of all 105 atoms, in Å:
O: -2.284 0.455 3.776
H: -2.588 -0.452 3.741
H: -1.702 0.483 4.536
O: 2.364 -3.340 -3.877
H: 2.485 -3.723 -3.008
H: 3.246 -3.101 -4.159
O: 0.778 -2.116 -1.501
H: 0.334 -1.891 -2.318
H: 0.818 -3.072 -1.505
O: -4.898 1.117 0.829
H: -4.131 1.681 0.730
H: -4.536 0.236 0.930
O: 2.776 1.231 -4.887
H: 2.572 1.538 -4.004
H: 2.168 1.706 -5.453
O: 0.367 0.105 0.364
H: 0.504 -0.544 -0.326
H: -0.272 0.715 -0.003
O: 1.494 -3.073 4.350
H: 1.344 -2.392 3.695
H: 1.836 -2.604 5.111
O: -4.219 2.457 3.544
H: -4.924 1.831 3.714
H: -3.434 1.916 3.462
O: -0.462 2.770 2.059
H: -0.567 1.897 2.436
H: 0.427 2.775 1.706
O: -2.365 -2.088 -0.512
H: -3.197 -1.920 -0.070
H: -1.726 -1.568 -0.025
O: -2.991 -3.985 -2.288
H: -2.256 -4.591 -2.377
H: -2.735 -3.400 -1.575
O: 3.540 -3.435 2.222
H: 3.660 -2.583 2.642
H: 2.602 -3.610 2.297
O: 2.006 2.278 4.554
H: 1.889 3.220 4.676
H: 2.924 2.181 4.300
O: -4.396 -1.752 1.345
H: -4.638 -2.667 1.201
H: -4.390 -1.653 2.298
O: 4.557 -2.624 -0.140
H: 5.446 -2.369 0.106
H: 4.203 -3.047 0.643
O: -0.270 4.350 -3.671
H: 0.074 5.130 -4.104
H: 0.268 4.254 -2.885
O: 3.917 -0.789 -2.306
H: 3.337 -1.137 -2.984
H: 4.068 -1.528 -1.717
O: 2.598 -4.449 -1.300
H: 2.360 -5.172 -0.718
H: 2.918 -3.764 -0.713
O: 0.440 -1.176 2.697
H: 0.918 -0.683 2.030
H: 0.201 -0.521 3.353
O: 3.486 -0.668 4.143
H: 3.388 -1.148 4.965
H: 3.304 0.243 4.374
O: -2.580 3.101 -3.418
H: -1.818 3.659 -3.573
H: -2.744 2.679 -4.261
O: 0.251 0.249 5.529
H: 0.811 0.018 6.270
H: 0.636 1.052 5.178
O: -2.781 2.868 0.409
H: -1.919 2.658 0.768
H: -2.848 3.819 0.487
O: 0.016 -0.166 -3.661
H: 0.631 0.425 -3.227
H: 0.421 -0.353 -4.508
O: -1.083 4.959 3.651
H: -0.873 4.116 3.249
H: -2.017 5.079 3.480
O: -2.680 -0.950 -2.978
H: -2.660 -1.577 -2.255
H: -1.764 -0.712 -3.116
O: 1.986 2.672 1.044
H: 2.170 1.733 1.091
H: 2.828 3.090 1.223
O: -0.484 -4.815 -1.193
H: -0.033 -4.421 -0.446
H: -0.657 -5.716 -0.920
O: 0.889 4.338 -0.909
H: 0.329 4.776 -0.269
H: 1.278 3.607 -0.428
O: -0.006 -3.585 1.172
H: 0.123 -2.836 1.753
H: -0.673 -4.115 1.607
O: -0.136 -3.119 -4.792
H: 0.710 -3.185 -4.350
H: -0.024 -2.404 -5.419
O: -1.523 5.258 0.553
H: -1.396 6.207 0.583
H: -1.950 5.048 1.384
O: -2.096 0.605 -5.249
H: -2.739 -0.030 -4.934
H: -1.381 0.557 -4.615
O: -0.850 1.759 -1.199
H: -1.057 2.091 -2.072
H: -1.636 1.936 -0.682
O: 2.127 1.349 -2.145
H: 2.936 0.908 -1.887
H: 1.631 1.435 -1.331

Atomic forces in eV per Å
O 0.3 0.1 -0.4
H 0.0 -0.2 -0.1
H 0.2 0.0 0.6
O 0.4 0.4 -0.2
H 0.0 -0.5 0.6
H 0.2 0.0 -0.3
O 0.2 0.5 0.5
H -0.3 0.2 -0.6
H 0.0 -0.3 0.0
O -0.5 -0.4 0.2
H 0.3 0.6 -0.1
H -0.1 -0.3 -0.2
O 0.1 -0.3 -0.4
H -0.1 0.2 0.5
H -0.1 0.2 -0.2
O 0.8 0.0 1.1
H 0.2 -0.8 -0.6
H -0.2 0.5 -0.7
O 0.2 -0.8 0.4
H -0.4 0.7 -0.3
H -0.1 -0.1 0.2
O -0.1 0.8 0.3
H -0.2 -0.1 -0.2
H 0.1 -0.3 0.0
O -0.8 -0.1 0.3
H -0.3 -0.4 0.2
H 0.7 0.2 -0.3
O 0.2 -0.1 0.3
H -0.3 0.3 0.3
H 0.4 0.1 0.0
O -0.8 -0.5 -0.4
H 0.2 0.1 0.0
H 0.4 -0.1 0.2
O 0.3 -0.2 -0.4
H 0.0 0.4 0.4
H -0.4 -0.2 0.2
O -0.1 -0.3 0.0
H -0.2 0.4 0.1
H 0.2 0.2 -0.1
O 0.0 0.0 0.1
H -0.3 -0.4 -0.1
H -0.1 0.1 0.2
O 0.3 0.4 -0.9
H 0.3 0.0 -0.1
H -0.3 -0.3 0.9
O 0.3 0.1 -0.5
H 0.0 0.2 -0.2
H 0.3 -0.1 0.8
O 0.3 0.5 -0.1
H -0.4 0.0 -0.3
H 0.0 -0.3 0.6
O -0.1 0.0 0.0
H -0.1 -0.3 -0.1
H 0.3 0.3 0.0
O 0.2 -0.5 0.4
H -0.2 0.3 -0.8
H -0.2 0.0 0.5
O 0.1 -0.1 -0.3
H 0.1 -0.2 0.2
H -0.1 0.1 0.1
O -0.5 -0.3 0.6
H 0.3 0.5 -0.2
H -0.1 -0.5 -0.3
O -0.5 -0.4 -0.3
H 0.0 -0.1 0.3
H 0.4 0.5 -0.1
O -0.5 -0.6 0.0
H 0.4 0.4 0.8
H -0.2 0.1 -0.6
O -0.2 -0.2 0.1
H 0.6 0.4 0.4
H 0.2 -0.2 -0.3
O 0.1 0.6 0.3
H 0.2 -0.6 -0.4
H -0.4 0.0 0.3
O -0.4 0.4 -0.4
H 0.0 -0.1 0.0
H 0.3 0.0 0.1
O 0.4 -0.1 0.1
H -0.2 -0.7 -0.2
H 0.2 0.4 0.0
O 0.1 -0.4 -0.5
H -0.1 0.4 0.5
H -0.1 -0.3 -0.1
O 0.4 0.4 -0.6
H -0.6 0.1 0.2
H 0.0 -0.3 0.0
O 0.4 -0.4 0.0
H 0.0 0.6 0.2
H -0.2 -0.2 0.1
O -0.8 0.0 -0.1
H 0.5 -0.1 0.0
H -0.1 0.1 -0.2
O 0.1 0.1 -0.3
H -0.1 0.4 0.0
H 0.3 0.1 0.5
O -0.2 0.6 -0.9
H -0.3 -0.3 0.3
H 0.1 0.0 0.3
O 0.7 -0.3 0.3
H -0.5 0.2 -0.6
H -0.8 0.4 -0.5
O -0.3 0.5 -0.1
H 0.6 -0.8 -0.1
H -0.5 0.1 0.2

Properties
Orbital gap = 7.932 eV
Electronic energy = -2675.427718 Ha
LUMO level = -1.359 eV
Energy relative to the best compared isomer or geometry (same formula, charge and spin) = 433.02 kJ/mol

These are the Mulliken partial charges, in e, on atoms 1 to 4: -0.547, 0.215, 0.276, -0.683



(2)
Molecular formula: C8H18ClFNO4PS
Method: DFT, wB97M-V/def2-TZVPD

Positions of all 35 atoms, in Å:
C: 3.098 -1.894 -1.142
C: 1.758 -1.446 -0.568
N: 1.943 -0.462 0.518
P: 0.903 0.997 0.510
C: 1.557 1.455 2.151
Cl: -0.192 2.970 0.390
C: -0.667 0.039 0.481
C: -1.985 0.681 0.900
C: -3.066 -0.403 1.101
S: -3.964 -0.799 -0.386
O: -3.697 0.179 -1.384
O: -5.308 -1.130 -0.009
O: -3.247 -2.127 -0.888
C: 1.783 1.591 -1.001
C: 0.870 1.703 -2.176
O: -0.017 0.979 -2.470
F: 1.213 2.712 -2.974
H: 3.772 -2.212 -0.349
H: 2.979 -2.718 -1.846
H: 3.587 -1.080 -1.678
H: 1.168 -1.018 -1.377
H: 1.262 -2.332 -0.168
H: 1.861 -0.930 1.412
H: 1.342 2.488 2.393
H: 2.636 1.331 2.091
H: 1.150 0.789 2.908
H: -0.459 -0.791 1.160
H: -0.798 -0.394 -0.509
H: -1.902 1.208 1.847
H: -2.346 1.360 0.135
H: -2.607 -1.334 1.436
H: -3.821 -0.118 1.825
H: -3.586 -2.858 -0.348
H: 2.646 0.971 -1.224
H: 2.135 2.593 -0.764

Atomic forces in eV per Å
C 0.1 0.1 -0.1
C 0.7 0.0 0.3
N -0.5 0.2 -0.1
P 0.9 -1.4 0.1
C 0.1 0.5 -0.3
Cl -0.3 0.6 -0.1
C -0.5 0.3 0.2
C -0.5 -0.5 0.1
C 0.6 0.0 0.0
S -0.5 0.4 0.1
O 0.0 -0.1 -0.1
O 0.2 -0.1 -0.1
O 0.1 -0.3 0.0
C -0.2 0.7 0.3
C 0.0 -0.5 0.0
O -0.2 -0.1 -0.1
F 0.1 0.4 -0.3
H 0.0 -0.1 0.1
H -0.1 0.0 0.0
H 0.0 0.0 0.0
H -0.3 -0.1 0.0
H -0.4 0.0 -0.2
H 0.1 -0.1 0.0
H -0.2 0.0 0.1
H 0.0 -0.2 0.1
H -0.1 -0.1 0.0
H 0.1 0.0 0.0
H 0.2 0.0 -0.1
H 0.1 0.2 -0.1
H 0.1 0.2 0.1
H -0.2 -0.1 0.1
H -0.1 0.1 0.0
H 0.0 -0.1 -0.2
H -0.1 -0.2 -0.1
H 0.1 0.0 0.0

Properties
Orbital gap = 9.609 eV
Electronic energy = -1970.963047 Ha
Structure (SMILES) = CCNP(C)(Cl)(CCCS(=O)(=O)O)CC(=O)F
LUMO level = 0.201 eV

These are the Mulliken partial charges, in e, on atoms 1 to 4: -1.348, -0.330, -0.673, 1.101



(3)
Molecular formula: C30H45N2O3PRbSSi3
Method: DFT, wB97M-V/def2-TZVPD

Positions of all 86 atoms, in Å:
Rb: -0.206 1.033 -0.094
N: 3.166 2.053 -0.790
P: 3.087 0.254 -0.202
C: 4.905 0.215 0.092
C: 5.389 0.007 1.385
C: 6.751 -0.074 1.634
C: 7.665 0.049 0.593
C: 7.198 0.260 -0.698
C: 5.833 0.346 -0.942
C: 2.807 -0.378 -1.899
C: 1.839 0.009 -2.793
C: 1.248 -0.936 -3.648
C: 1.534 -2.324 -3.485
C: 2.459 -2.769 -2.601
C: 3.251 -1.808 -1.789
C: 2.431 3.128 -0.388
C: 2.409 4.314 -1.165
C: 1.656 5.381 -0.749
C: 0.930 5.290 0.438
C: 1.005 4.104 1.129
N: 1.736 3.045 0.758
H: 3.606 2.200 -1.689
H: 4.679 -0.104 2.197
H: 7.105 -0.236 2.646
H: 8.729 -0.023 0.785
H: 7.901 0.357 -1.518
H: 5.478 0.513 -1.955
H: 1.464 1.032 -2.786
H: 0.483 -0.626 -4.348
H: 0.955 -3.042 -4.056
H: 2.621 -3.828 -2.442
H: 4.325 -1.898 -2.028
H: 2.962 4.342 -2.097
H: 1.602 6.277 -1.355
H: 0.276 6.084 0.767
H: 0.433 3.979 2.044
C: -0.314 0.300 3.862
O: -1.049 -0.035 2.710
Si: -1.966 -1.446 2.552
C: -3.082 -1.475 4.087
C: -0.736 -2.853 2.817
C: -2.789 -1.389 0.975
Si: -2.740 -2.833 -0.092
C: -1.012 -3.376 -0.631
C: -3.540 -4.395 0.655
C: -3.695 -2.615 -1.719
Si: -4.051 -0.132 0.713
C: -4.002 0.634 -1.028
C: -3.953 1.315 1.940
C: -5.830 -0.783 0.929
H: -0.970 0.474 4.724
H: 0.249 1.216 3.666
H: 0.404 -0.484 4.129
H: -2.521 -1.549 5.026
H: -3.763 -2.330 4.027
H: -3.694 -0.567 4.123
H: -0.426 -2.912 3.865
H: 0.163 -2.703 2.211
H: -1.166 -3.820 2.544
H: -0.392 -3.654 0.225
H: -0.495 -2.563 -1.151
H: -1.053 -4.237 -1.309
H: -3.050 -4.684 1.589
H: -3.497 -5.250 -0.030
H: -4.592 -4.190 0.887
H: -3.187 -1.923 -2.396
H: -4.702 -2.222 -1.543
H: -3.791 -3.580 -2.229
H: -3.186 0.202 -1.612
H: -3.834 1.715 -0.986
H: -4.932 0.457 -1.578
H: -2.935 1.433 2.320
H: -4.613 1.151 2.798
H: -4.247 2.254 1.462
H: -6.023 -1.612 0.240
H: -6.587 -0.008 0.753
H: -5.956 -1.164 1.948
S: 2.916 -3.124 0.691
C: 3.223 -1.838 -0.246
C: -1.206 4.226 -3.617
C: -1.187 3.839 -2.131
O: -1.685 4.639 -1.322
O: -0.643 2.723 -1.875
H: -1.882 5.062 -3.793
H: -1.498 3.364 -4.219
H: -0.192 4.513 -3.912

Atomic forces in eV per Å
Rb -0.3 -0.8 0.7
N -0.2 0.1 -0.2
P 0.4 -0.1 0.2
C 0.0 0.0 0.0
C 0.0 0.0 0.0
C 0.0 0.0 0.0
C 0.0 0.0 0.0
C 0.0 0.0 0.0
C 0.0 0.0 0.0
C -0.3 -0.1 0.1
C 0.2 0.1 0.0
C 0.0 -0.1 0.0
C 0.0 0.1 0.0
C 0.1 0.0 0.1
C -0.2 0.1 0.1
C 0.2 -0.1 0.1
C 0.0 0.0 0.0
C 0.0 0.0 0.0
C 0.0 0.1 0.0
C 0.1 -0.1 0.0
N 0.0 0.1 0.0
H -0.1 0.1 0.0
H 0.0 0.0 0.0
H 0.0 0.0 0.0
H 0.0 0.0 0.0
H 0.0 0.0 0.0
H 0.0 0.0 0.0
H 0.0 0.0 0.0
H 0.0 0.0 0.0
H 0.0 0.0 0.0
H 0.0 0.0 0.0
H 0.1 0.0 0.0
H 0.0 0.0 0.0
H 0.0 0.0 0.0
H 0.0 0.0 0.0
H 0.0 0.0 0.0
C -0.1 -0.1 -0.1
O 0.3 0.3 0.1
Si 0.0 0.0 -0.2
C 0.0 0.1 0.1
C 0.0 0.0 0.0
C 0.1 0.0 0.1
Si 0.0 -0.1 -0.1
C 0.0 0.0 0.1
C 0.0 0.0 0.0
C -0.1 0.1 0.0
Si -0.2 0.0 0.0
C 0.0 0.1 0.0
C 0.0 0.1 0.1
C -0.1 0.0 0.0
H 0.0 0.0 0.0
H 0.0 0.0 0.0
H 0.0 0.0 0.0
H 0.0 0.0 0.0
H 0.0 0.0 0.0
H 0.0 -0.1 0.0
H 0.0 0.0 0.0
H 0.0 0.0 0.0
H 0.0 0.0 0.0
H 0.0 0.0 -0.1
H 0.0 0.0 0.0
H 0.0 0.0 0.0
H 0.0 0.0 0.0
H 0.0 0.0 0.0
H 0.0 0.0 0.0
H 0.0 0.0 0.0
H 0.0 0.0 -0.1
H 0.0 0.0 0.0
H 0.0 0.0 0.0
H 0.0 0.0 0.0
H 0.0 0.0 0.0
H -0.1 0.1 0.0
H 0.0 0.0 0.0
H 0.0 0.0 0.0
H 0.0 0.0 0.0
H 0.0 0.0 0.0
H 0.0 0.0 0.0
S 0.1 0.0 -0.1
C -0.1 -0.1 0.0
C 0.0 0.0 0.0
C 0.0 -0.1 0.0
O 0.0 0.0 0.0
O -0.2 0.7 -0.5
H 0.0 0.0 0.0
H 0.0 0.0 0.0
H 0.0 0.0 0.0

Properties
Multiplicity = 2
Total charge = -2
Orbital gap (spin up / spin down) = 5.440 / 5.695 eV
Electronic energy = -3137.620556 Ha
⟨S²⟩ = 0.793
LUMO level (spin up / spin down) = 3.906 / 3.904 eV
Energy relative to the best compared isomer or geometry (same formula, charge and spin) = 41.78 kJ/mol

These are the Mulliken partial charges, in e, on atoms 1 to 4: 0.769, -0.122, 0.250, 0.259



(4)
Molecular formula: C4H8N2O
Method: DFT, wB97M-V/def2-TZVPD

Positions of all 15 atoms, in Å:
C: -0.998 1.431 0.141
C: -0.411 0.073 -0.174
C: -1.410 -0.918 -0.249
C: 0.851 -0.312 -0.124
H: -0.140 1.763 0.904
H: -2.044 1.332 0.820
H: -1.371 1.993 -0.887
H: -1.482 -1.970 -0.306
H: 1.506 1.505 -0.831
H: 2.316 0.971 1.040
H: 2.003 -2.016 -0.505
H: 0.514 -2.116 0.320
N: 1.896 0.633 -0.326
N: 1.414 -1.642 0.236
O: -2.644 -0.725 -0.058

Atomic forces in eV per Å
C -0.9 0.8 1.0
C -2.4 -0.4 0.1
C -5.4 -0.9 1.3
C 4.7 -0.3 0.2
H -2.1 0.9 -2.1
H 3.0 -0.1 -2.0
H 1.5 -0.8 3.0
H 2.6 -1.8 -0.7
H 0.8 -1.5 1.7
H -1.4 -0.9 -5.1
H -0.2 0.1 0.1
H 0.8 -1.2 0.1
N 0.4 1.9 3.7
N -2.8 2.7 -0.8
O 1.4 1.5 -0.4

Properties
Orbital gap = 8.799 eV
Electronic energy = -341.791084 Ha
LUMO level = -0.348 eV
Energy relative to the best compared isomer or geometry (same formula, charge and spin) = 558.08 kJ/mol

These are the Mulliken partial charges, in e, on atoms 1 to 4: -1.096, 0.362, -0.497, 0.432



(5)
Molecular formula: C4H11N4
Method: DFT, wB97M-V/def2-TZVPD

Positions of all 19 atoms, in Å:
C: 1.246 -0.454 -1.673
C: 1.276 -0.784 -3.111
C: -0.667 -1.497 1.130
C: -0.922 2.420 2.604
N: -0.730 1.604 0.276
N: 0.382 -0.986 -0.857
N: 0.272 -0.696 0.407
N: -0.859 2.033 1.303
H: 1.939 0.252 -1.243
H: 0.273 -0.952 -3.505
H: 1.856 -1.693 -3.293
H: 1.754 0.021 -3.663
H: -0.245 -1.730 2.108
H: -1.610 -0.964 1.285
H: -0.895 -2.433 0.608
H: -1.690 1.840 3.126
H: -1.176 3.486 2.666
H: 0.044 2.241 3.091
H: -0.246 -1.707 -1.260

Atomic forces in eV per Å
C 0.9 1.0 -0.6
C -0.1 0.0 0.1
C -0.2 -0.6 -0.2
C 0.5 0.6 2.0
N 0.8 -1.5 -4.1
N -1.6 -1.6 -0.1
N 0.9 0.3 0.5
N -1.6 1.1 1.7
H 0.0 0.1 0.2
H 0.0 0.0 0.0
H 0.1 0.0 0.1
H 0.0 0.0 0.0
H 0.0 0.1 -0.1
H 0.1 0.2 -0.1
H -0.1 0.0 0.1
H 0.0 0.1 -0.1
H 0.0 -0.3 0.0
H 0.1 0.2 0.4
H 0.1 0.4 0.2

Properties
Multiplicity = 3
Total charge = +1
Orbital gap (spin up / spin down) = 4.657 / 9.565 eV
Electronic energy = -377.584259 Ha
⟨S²⟩ = 2.019
LUMO level (spin up / spin down) = -4.214 / -5.723 eV
Energy relative to the best compared isomer or geometry (same formula, charge and spin) = 101.65 kJ/mol

These are the Mulliken partial charges, in e, on atoms 1 to 4: 0.116, -1.086, -0.712, -0.524



(6)
Molecular formula: B4F16Tl
Method: DFT, wB97M-V/def2-TZVPD

Positions of all 21 atoms, in Å:
Tl: 0.289 -1.260 1.554
B: 4.344 0.900 0.287
F: 5.377 0.360 1.007
F: 3.407 1.297 1.221
F: 4.745 2.002 -0.377
F: 3.672 -0.059 -0.535
B: -2.559 0.776 -1.729
F: -2.913 0.003 -2.785
F: -2.967 0.257 -0.488
F: -1.151 0.856 -1.658
F: -3.088 2.017 -1.877
B: 0.067 -4.221 -2.148
F: -1.249 -4.657 -2.522
F: 0.235 -4.545 -0.846
F: 0.983 -5.046 -2.821
F: 0.490 -2.949 -2.378
B: -1.973 2.842 3.277
F: -0.802 2.830 2.582
F: -2.857 3.424 2.421
F: -2.328 1.513 3.502
F: -1.722 3.663 4.314

Atomic forces in eV per Å
Tl 0.0 0.3 -0.4
B 0.0 -0.4 0.1
F 0.8 -0.9 0.1
F -1.7 0.2 1.1
F 0.4 0.9 -1.3
F 0.3 0.1 0.2
B 0.5 0.1 0.6
F -0.2 -0.8 -0.7
F 0.0 -0.3 0.2
F 0.4 -0.2 0.1
F -0.5 1.2 -0.1
B -0.1 -1.9 -0.7
F 0.8 1.0 -0.1
F -0.3 0.2 2.5
F 0.2 -0.4 -1.1
F -0.6 1.3 -0.3
B -0.2 -0.8 -0.2
F 2.4 -0.4 -1.7
F -1.6 0.6 -1.1
F -0.2 -0.1 0.7
F -0.4 0.4 2.1

Properties
Total charge = -1
Orbital gap = 1.962 eV
Electronic energy = -1870.283949 Ha
LUMO level = -7.728 eV
Energy relative to the best compared isomer or geometry (same formula, charge and spin) = 507.41 kJ/mol

These are the Mulliken partial charges, in e, on atoms 1 to 4: 0.993, 0.567, -0.318, -0.253



Look up the electronic energy of the first one. -2675.427718 Ha



Among the records above, which one has the lowest electronic energy? C30H45N2O3PRbSSi3